# C8H7BNO8Sn

C8H7BNO8Sn as an isolated structure (ωB97M-V with the def2-TZVPD basis set, the OMol25 dataset).

Results
HOMO energy   -10.9 eV
ΔE to the lowest compared entry with this formula, charge and spin   157.4 kJ/mol
Maximum force   4.95 eV/A
E   -32780.5224 eV
Charge   +1

Element x y z (Å)
Sn: 2.339 -1.356 -1.416
O: 3.536 -0.372 3.323
C: 2.977 0.663 3.073
O: 2.941 1.729 3.850
B: 2.231 2.796 3.143
O: 1.679 2.145 1.933
C: 2.071 0.917 1.882
O: 1.760 0.119 1.000
O: 3.013 4.036 2.889
C: 2.265 5.050 3.139
O: 2.494 6.221 2.904
C: 1.006 4.634 3.894
O: 1.049 3.332 3.886
O: 0.197 5.354 4.419
C: -2.109 -3.086 -4.571
C: -2.980 -3.539 -3.331
C: -2.908 -2.628 -2.111
C: -1.567 -2.182 -1.743
N: -0.532 -1.814 -1.405
H: -2.589 -2.149 -4.850
H: -2.202 -3.790 -5.396
H: -1.046 -3.044 -4.340
H: -2.772 -4.542 -2.946
H: -4.015 -3.710 -3.627
H: -3.395 -3.078 -1.246
H: -3.443 -1.705 -2.353

These are the Löwdin partial charges, in e, on atoms 1 to 6: 1.70 0.17 -0.38 0.28 -0.80 0.30